Density functional theory data (wB97M-V/def2-TZVPD) for a cluster of 2 separate species, C2H4BrF2N in total.

CARTESIAN COORDINATES (ANGSTROEM)
Br  2.672744  -0.050078  0.032588
F  0.047983  -1.855170  0.078382
F  -2.051054  -1.324689  0.078592
N  1.269215  1.016263  -0.416338
C  -0.834676  -0.894941  -0.281011
C  -0.490829  0.440238  0.422947
H  1.220098  1.871782  0.064387
H  -0.909369  1.335537  -0.003234
H  -0.084150  0.321509  1.476139
H  -0.839962  -0.860447  -1.452449

Forces on atoms 1 to 3 (eV/Å):
Br 0.539 -0.049 0.578
F 0.119 0.040 0.235
F -0.899 -0.077 0.545

For the frontier orbital gap, the calculation gives 0.33411 hartree. The calculated total energy comes out at -2906.9864 Ha. The spin multiplicity is 1.

***

Density functional theory data (wB97M-V/def2-TZVPD) for a structure of composition C4Si.

CARTESIAN COORDINATES (ANGSTROEM)
Si  0.223973  -0.104413  0.017317
C  3.138462  0.313209  0.084969
C  -3.297930  -0.084877  -0.013524
C  2.064633  -0.103451  -0.373602
C  -2.129137  -0.020466  0.284838

Forces on atoms 1 to 3 (eV/Å):
Si 2.481 0.088 -0.336
C 2.411 1.039 1.214
C -2.508 -0.129 -0.588

For the frontier orbital gap (spin up / spin down), the calculation gives 0.26753 / 0.24354 hartree. The calculated total energy comes out at -441.4317 Ha. The spin multiplicity is 1.

***

Density functional theory data (wB97M-V/def2-TZVPD) for a structure of composition Cl5NO3Zr.

CARTESIAN COORDINATES (ANGSTROEM)
Zr  0.438585  0.346349  -1.003383
Cl  -2.102206  0.716024  -1.594664
Cl  1.190481  1.388501  -3.089701
Cl  2.877143  -0.288333  -0.229017
Cl  0.331417  -1.962765  -2.033532
Cl  0.630791  2.586138  0.172092
O  -0.316946  -0.513596  0.793373
O  -1.264081  0.283969  2.628581
O  -0.892556  -1.843982  2.395202
N  -0.892629  -0.712305  1.961051

Forces on atoms 1 to 3 (eV/Å):
Zr -0.238 -0.230 0.513
Cl 1.027 -0.083 0.178
Cl -0.084 -0.137 0.166

Its net charge is -2. For the frontier orbital gap, the calculation gives 0.33186 hartree. The calculated total energy comes out at -2628.7884 Ha. The spin multiplicity is 1.

***

Density functional theory data (wB97M-V/def2-TZVPD) for a structure of composition C13H25BrCl3N5O2SiTa.

CARTESIAN COORDINATES (ANGSTROEM)
Ta  -0.282129  0.495881  -0.432039
Br  6.451339  -1.097095  -1.319132
Cl  -0.785984  4.201855  1.395752
Cl  -3.014944  3.489240  -0.860463
Cl  0.559133  2.701405  -1.145538
Si  -1.382451  2.804331  0.068937
O  -0.060063  -0.199134  -2.412012
O  -1.456908  1.369090  -2.139045
N  1.971212  -0.011408  -0.726267
N  -2.522949  -0.213349  -0.586519
N  -1.108288  -0.220948  1.754980
N  0.998045  1.447513  1.347195
N  -0.143371  -1.823387  -0.309360
C  -1.086202  0.658250  -4.430746
C  -0.867921  0.615823  -2.976291
C  -0.595784  0.600685  2.906379
C  -2.599367  -0.122400  1.829992
C  0.873867  0.881723  2.714816
C  2.656572  -0.732660  0.193459
C  3.976899  -1.080761  0.058911
C  2.647756  0.380168  -1.820866
C  -0.674095  -1.635830  2.054386
C  -3.257911  -0.710546  0.613275
C  4.667159  -0.666476  -1.086071
C  3.977521  0.080105  -2.033570
C  -0.709409  -2.550585  0.858934
H  2.118454  -1.045365  1.079347
H  2.108021  0.960966  -2.552925
H  4.469441  -1.659363  0.828251
H  -1.710106  -0.193088  -4.719454
H  -1.289969  -2.032767  2.864291
H  1.493931  -0.005251  2.808811
H  -1.585344  1.579746  -4.719226
H  1.227706  1.601660  3.453444
H  1.973332  1.457300  1.050846
H  -0.134727  0.544678  -4.950674
H  -2.621475  -0.893147  -1.341604
H  0.347636  -1.596381  2.423825
H  0.789769  2.444300  1.431744
H  -0.115038  -3.438741  1.074997
H  -1.148123  1.539606  2.935535
H  -0.791747  0.071169  3.841087
H  0.831585  -2.089290  -0.427395
H  -0.564026  -2.170648  -1.171718
H  -3.264156  -1.795052  0.623772
H  -1.707242  -2.900045  0.616794
H  -2.857465  0.933748  1.911683
H  -4.297491  -0.386608  0.564315
H  -3.024481  0.594138  -0.954846
H  -2.946030  -0.613458  2.742356
H  4.465823  0.430419  -2.932331

Forces on atoms 1 to 3 (eV/Å):
Ta -0.373 -0.746 0.715
Br -0.072 0.011 0.007
Cl -0.115 -0.028 0.324

Its net charge is +3. For the frontier orbital gap, the calculation gives 0.29300 hartree. The calculated total energy comes out at -5235.0232 Ha. The spin multiplicity is 1.

***

Density functional theory data (wB97M-V/def2-TZVPD) for the molecule C6H12.

CARTESIAN COORDINATES (ANGSTROEM)
C  1.884375  0.887357  -0.742026
C  -1.321318  -0.338623  -0.093372
C  0.156278  -0.734036  0.028579
C  0.803003  1.325360  1.401099
C  -2.167833  -1.341832  -0.843391
C  1.034551  0.467991  0.183325
H  1.584095  1.163816  2.149857
H  -1.718471  -0.183121  0.906470
H  0.323633  -1.510947  0.771010
H  2.094919  0.289710  -1.631015
H  0.839865  2.376053  1.142681
H  -1.743940  -1.544514  -1.823726
H  -3.150838  -0.895096  -1.051084
H  -0.155381  1.197105  1.914041
H  2.420845  1.826786  -0.701226
H  -2.280091  -2.270764  -0.289679
H  -1.370410  0.642692  -0.564622
H  0.403729  -1.244287  -0.911634

Forces on atoms 1 to 3 (eV/Å):
C 0.258 -0.512 -0.780
C 0.308 0.197 0.610
C 0.127 -0.536 -1.198

For the frontier orbital gap, the calculation gives 0.38177 hartree. The calculated total energy comes out at -235.7837 Ha. The spin multiplicity is 1.

***

Density functional theory data (wB97M-V/def2-TZVPD) for a structure of composition C6H22N8O6Tl.

CARTESIAN COORDINATES (ANGSTROEM)
Tl  -24.235365  -10.901499  -25.664614
O  -23.298306  -9.063574  -27.553332
O  -26.096591  -8.914337  -26.292974
O  -25.457258  -12.784311  -24.039065
O  -26.703909  -11.635244  -26.032501
O  -24.094243  -13.460215  -26.594925
O  -25.144990  -11.295018  -28.307326
N  -26.499181  -7.362325  -24.640875
N  -23.441037  -7.739162  -29.400903
N  -21.528210  -7.736858  -28.091313
N  -26.639951  -10.516125  -29.863002
N  -24.590699  -14.275510  -28.658623
N  -24.412517  -10.887261  -30.407509
N  -23.459383  -15.570939  -27.103781
N  -27.195230  -6.983503  -26.810581
C  -26.695124  -13.373789  -24.431262
C  -27.503387  -12.272794  -25.034787
C  -26.547608  -7.785075  -25.926469
C  -25.398089  -10.892669  -29.478734
C  -22.766672  -8.244609  -28.334008
C  -24.037366  -14.413592  -27.437108
H  -26.952129  -6.482692  -24.446256
H  -27.659072  -11.538485  -24.228396
H  -21.001597  -8.262630  -27.413363
H  -24.436601  -7.848482  -29.429998
H  -25.226055  -13.511837  -28.808659
H  -25.111645  -13.339654  -23.325521
H  -23.486040  -10.951090  -30.013939
H  -25.855740  -7.739463  -23.969128
H  -23.422712  -16.311690  -27.785345
H  -23.081810  -15.663602  -26.175650
H  -26.490100  -14.171727  -25.154626
H  -27.201219  -7.279327  -27.768666
H  -21.100543  -7.186596  -28.817439
H  -27.279144  -11.076588  -26.567399
H  -27.443010  -10.650155  -29.277284
H  -22.977511  -7.044354  -29.962154
H  -27.228539  -13.810932  -23.583697
H  -28.469572  -12.607299  -25.410717
H  -24.316744  -14.827638  -29.455873
H  -27.316793  -6.015677  -26.561207
H  -26.750278  -10.149917  -30.795251
H  -24.530317  -10.503692  -31.332202

Forces on atoms 1 to 3 (eV/Å):
Tl -2.026 -0.484 -2.069
O -0.930 -0.895 0.000
O 0.533 -0.196 0.128

Its net charge is +3. For the frontier orbital gap, the calculation gives 0.14029 hartree. The calculated total energy comes out at -1302.7936 Ha. The spin multiplicity is 1.

***

Question: Look up the calculated total energy of the fifth one.
Answer: -235.7837 Ha

***

Question: Look up the calculated total energy of the second one.
Answer: -441.4317 Ha